The following is a quantum chemistry calculation of 14 unconnected molecules or ions with the total composition C4H38N2O13 at a distorted geometry, from the Open Molecules 2025 dataset.

## Properties
HOMO in eV: -15.52
Charge: +2
Energy above the lowest of the compared OMol25 structures with the same formula, charge and spin in eV: 4.219
Gap between HOMO and LUMO in eV: 10.6

Last column: natural (NBO) charge in e.
CARTESIAN COORDINATES (ANGSTROEM)
C -1.8521 -2.3589 0.5733  -0.2432
C -1.4038 -1.8238 -0.6149  -0.5214
C -1.1807 -0.3344 -0.3633  -0.1844
C 0.0870 0.1897 -0.4916  -0.0497
N 0.1739 1.7001 -0.3230  -0.7726
N -0.6948 -2.8772 1.3976  -0.7412
H -2.4702 -1.7221 1.3162  0.2563
H -2.7334 -3.2436 0.3683  0.2471
H -0.5309 -2.1451 -1.3159  0.2805
H -2.3590 -1.5212 -1.2729  0.2603
H -2.0641 0.1362 -0.2530  0.1994
H 0.9005 -0.4356 -1.0741  0.2543
H 0.2599 2.0558 -1.2261  0.4579
H -0.6833 2.0171 0.3122  0.4702
H 1.1170 1.9095 0.1465  0.4791
H 0.2400 -2.6462 0.9385  0.4714
H -0.7215 -2.3828 2.3445  0.4677
H -0.6456 -3.8663 1.4325  0.4355
H 1.2445 -1.4744 -3.4929  0.4850
H 2.4358 -1.9480 -2.7985  0.4999
O 1.5695 -2.3245 -3.1229  -0.9719
H 4.3120 -0.6417 0.8971  0.4611
H 5.3499 0.4408 0.9506  0.5115
O 4.3865 0.1857 1.0340  -0.9445
H 0.2356 0.7431 -5.0678  0.5014
H -0.9918 1.6033 -5.0212  0.4857
O -0.4090 1.2209 -4.4077  -0.9499
H -0.1920 2.6517 3.5234  0.5053
H -0.0075 1.5909 4.4375  0.4769
O 0.5076 1.9521 3.7481  -0.9587
H 2.9923 1.1024 0.2213  0.5418
H 3.4553 2.4859 -0.7044  0.5161
O 2.8211 1.8163 -0.4845  -1.0395
H -4.3749 1.5507 1.8921  0.4803
H -3.9018 0.6442 0.7883  0.4925
O -3.8015 1.5219 1.1571  -0.9638
H -1.9798 3.3384 1.8274  0.5037
H -2.2386 1.8373 1.6421  0.5043
O -1.5248 2.4647 1.7579  -0.9911
H -5.0289 -0.7558 1.4151  0.5004
H -5.2664 -1.0523 -0.1322  0.5203
O -4.5471 -0.8356 0.5373  -0.9756
H 2.9733 0.6768 -2.1624  0.5056
H 3.9128 0.1010 -3.2080  0.4868
O 3.0452 -0.0632 -2.8787  -0.9980
H 2.4502 0.2675 2.2063  0.4913
H 1.2891 0.9581 2.5498  0.4943
O 1.5572 0.4236 1.8591  -0.9915
H 1.4305 -3.2057 -1.3439  0.5185
H 2.4173 -3.6611 -0.2942  0.4891
O 1.6282 -3.1804 -0.3729  -0.9982
H -0.0335 2.5408 -3.4253  0.4958
H -0.2695 3.9144 -3.0751  0.4827
O 0.1503 3.1771 -2.6936  -0.9908
H -0.0967 -1.3271 4.0961  0.5040
H -0.2591 -0.3819 2.8989  0.4892
O -0.6801 -1.0095 3.3520  -0.9373

Atoms 1-2, force components in eV/Å:
C -4.7 -5.1 4.6
C -0.4 5.7 -6.7